Molecular formula: C22H48NO21P6S
Method: DFT, wB97M-V/def2-TZVPD

Output
Charge: +1
LUMO level (Eh): -0.16846
HOMO-LUMO gap (eV): 6.2
E_HOMO (eV): -10.76

Last column: Mulliken charge in e.
Atoms and positions in Å:
O  -3.28895  3.74754  6.87403  -0.584
S  -3.96229  3.60710  5.51082  0.817
O  -4.31764  2.14764  5.23323  -0.530
C  -2.80760  4.27750  4.18016  -0.732
C  -2.84623  3.17000  2.97693  0.459
C  -3.73999  3.27535  1.67658  -0.508
C  -3.69540  2.09254  0.63246  -0.746
C  -2.77626  0.84732  0.84772  0.744
C  -2.68097  -0.37549  -0.15477  -0.699
C  -1.70563  -1.53696  0.20890  -0.051
N  -0.84703  -1.56512  1.38397  0.255
P  0.27498  -2.92316  1.75738  -0.172
P  0.63149  -3.03601  3.91702  0.988
O  -0.51708  -2.43644  4.76983  -0.608
O  0.64530  -4.71899  4.29142  -0.481
O  2.17453  -2.42752  4.35183  -0.497
C  -0.90654  -0.44146  2.32074  -0.238
C  -1.87028  0.79005  2.11999  0.233
C  -1.92178  1.94140  3.17992  -0.455
H  -5.16919  4.32227  5.54694  0.204
H  -3.10407  5.32610  3.83469  0.336
H  -1.70772  4.28305  4.54304  0.369
H  -4.40211  4.19464  1.55430  0.330
H  -4.38077  2.18200  -0.27909  0.310
H  -3.29840  -0.42124  -1.11416  0.348
H  -1.66917  -2.43383  -0.50506  0.293
H  -0.44670  -4.14716  1.44594  0.141
H  -0.02795  -4.88346  5.00710  0.335
H  2.62000  -2.01151  3.57127  0.373
H  -0.24499  -0.40719  3.25642  0.409
H  -1.25570  1.82800  4.11428  0.318
C  -3.52532  9.20390  0.87665  -0.680
O  -2.70394  8.59039  -0.10859  -0.365
P  -1.40397  7.59785  0.41290  1.084
O  -2.32277  6.68321  1.21803  -0.506
O  -0.82954  8.81610  1.35246  -0.318
C  -0.19597  9.90088  0.68668  -0.673
O  -0.02701  6.64889  0.83875  -0.282
C  0.42334  5.79192  -0.20665  -0.792
H  -4.56853  8.97072  0.65247  0.275
H  -3.29580  8.87628  1.89067  0.344
H  -3.38745  10.28538  0.81597  0.222
H  -0.57877  10.83621  1.10242  0.243
H  -0.39554  9.89080  -0.38974  0.293
H  0.88099  9.85183  0.85389  0.274
H  0.72814  6.38984  -1.07192  0.327
H  -0.36950  5.09707  -0.49297  0.332
H  1.28504  5.22609  0.15159  0.250
C  2.73683  -6.80308  4.03102  -0.686
O  3.70760  -7.31974  3.13173  -0.512
P  3.16738  -7.89508  1.60552  1.193
O  2.52250  -6.55883  1.24489  -0.570
O  2.08003  -8.89067  2.33257  -0.319
C  2.59458  -10.04785  2.97622  -0.757
O  2.73474  -8.55974  0.07457  -0.266
C  3.82191  -8.63617  -0.84603  -0.731
H  3.05915  -5.81152  4.35516  0.219
H  1.74421  -6.72943  3.59002  0.355
H  2.68753  -7.45831  4.90404  0.308
H  2.12712  -10.13635  3.96036  0.245
H  3.67976  -9.99120  3.10969  0.362
H  2.35028  -10.93203  2.38586  0.278
H  4.60160  -9.29121  -0.44397  0.321
H  4.22915  -7.64002  -1.03187  0.348
H  3.45781  -9.05683  -1.78475  0.227
C  -2.95522  9.98161  -4.41827  -0.666
O  -2.46313  11.31491  -4.41900  -0.498
P  -3.21480  12.45889  -3.37859  1.038
O  -2.94450  11.61804  -2.13515  -0.384
O  -4.68504  12.09904  -4.01940  -0.314
C  -4.95642  12.58661  -5.32569  -0.746
O  -3.95602  13.69329  -2.42802  -0.275
C  -3.12426  14.83111  -2.21695  -0.757
H  -2.11396  9.30347  -4.25838  0.237
H  -3.70852  9.80409  -3.65068  0.333
H  -3.39270  9.77294  -5.39726  0.260
H  -5.39313  11.77705  -5.91623  0.240
H  -4.04758  12.93341  -5.82812  0.360
H  -5.67098  13.40876  -5.26650  0.270
H  -2.88262  15.29806  -3.17752  0.324
H  -2.20664  14.53746  -1.70274  0.326
H  -3.66620  15.55116  -1.60172  0.247
C  7.45071  -12.03975  -3.18507  -0.588
O  6.67366  -12.52604  -4.27147  -0.485
P  4.96603  -12.58986  -4.08539  1.116
O  4.86784  -11.10026  -3.77308  -0.546
O  5.12822  -13.46730  -2.70456  -0.295
C  5.51329  -14.82725  -2.84586  -0.759
O  3.25308  -12.76396  -3.97257  -0.240
C  2.60236  -12.85682  -5.23705  -0.785
H  8.10749  -11.25041  -3.55697  0.253
H  6.84527  -11.64624  -2.36858  0.270
H  8.06627  -12.85832  -2.80528  0.255
H  6.30660  -15.04166  -2.12510  0.246
H  5.88887  -15.04191  -3.85160  0.364
H  4.65847  -15.47165  -2.63574  0.267
H  2.95832  -13.74236  -5.77397  0.336
H  2.79567  -11.95883  -5.82764  0.356
H  1.52814  -12.95354  -5.07130  0.236